[1]
Molecular formula: C5H7NO
Method: DFT, ωB97M-V/def2-TZVPD

The geometry in XYZ format:
```
14
Properties=species:S:1:pos:R:3:mulliken_charge:R:1
C -1.7430 -0.5816 1.3959 -0.653
C -1.2402 0.1896 0.4811 0.179
C -0.8908 1.1300 -0.3797 -0.376
N 0.4793 1.3415 -0.5052 -0.145
C 1.3051 0.2810 -0.0504 0.398
C 1.1507 -1.0018 -0.8385 -0.830
O 2.2357 0.4975 0.6929 -0.578
H -1.7827 -1.6560 1.2807 0.249
H -2.1542 -0.1861 2.3142 0.234
H -1.5580 1.6784 -1.0319 0.377
H 0.8216 2.2808 -0.3294 0.258
H 0.9492 -1.8203 -0.1394 0.252
H 2.0941 -1.2078 -1.3391 0.327
H 0.3331 -0.9450 -1.5513 0.310
```

Calculated values
max |F| = 0.0364 hartree/bohr
energy above the lowest of the compared OMol25 structures with the same formula, charge and spin = 2.032 eV
SMILES string = C=C=CNC(C)=O
orbital gap = 0.3582 Eh
E_tot = -8834.1708 eV

---

[2]
Molecular formula: C5H7NO2
Method: DFT, ωB97M-V/def2-TZVPD

The geometry in XYZ format:
```
15
Properties=species:S:1:pos:R:3:mulliken_charge:R:1
C 1.3130 1.2449 0.1531 -0.366
C 1.3921 -1.1813 -0.0321 -0.443
C -0.0610 -0.5773 0.1697 0.246
C -0.1208 0.7865 -0.0085 0.333
C -2.0660 -0.0789 0.0095 -0.296
H 1.2424 2.0364 -0.7193 0.189
H 1.6166 1.7961 1.0709 0.208
H 2.8560 0.1597 -0.9389 0.289
H 1.9613 -2.1773 0.7283 0.192
H 1.3663 -1.8024 -1.0259 0.169
H -3.0755 -0.6340 -0.5397 0.225
H -2.4163 -0.2083 0.9692 0.361
N 2.1028 -0.0174 -0.0038 -0.306
O -1.4217 1.2526 -0.1518 -0.407
O -1.2051 -1.2792 -0.0068 -0.392
```

Calculated values
max |F| = 0.1546 hartree/bohr
energy above the lowest of the compared OMol25 structures with the same formula, charge and spin = 6.717 eV
orbital gap = 0.3180 Eh
E_tot = -10876.9000 eV

---

[3]
Molecular formula: C5H7NO2
Method: DFT, ωB97M-V/def2-TZVPD

The geometry in XYZ format:
```
15
Properties=species:S:1:pos:R:3:mulliken_charge:R:1
C 1.0623 1.3230 -1.6429 -0.931
C 0.4208 0.4663 -0.9209 0.417
C -0.2808 -0.4516 -0.2947 0.713
C -0.8374 -1.6336 -1.0512 -1.341
C -0.5243 -0.4347 1.1179 -0.667
N -0.0578 0.4292 1.9622 0.714
O -0.2389 0.4610 3.1823 -0.738
O 0.7534 1.4494 1.4495 -0.445
H 0.5729 2.1757 -2.0866 0.240
H 2.1283 1.2581 -1.7862 0.248
H -0.8355 -1.4379 -2.1194 0.352
H -1.8557 -1.8438 -0.7293 0.390
H -0.2265 -2.5166 -0.8589 0.282
H -1.1422 -1.2032 1.5556 0.418
H 1.0613 1.9586 2.2226 0.350
```

Calculated values
max |F| = 0.0165 hartree/bohr
energy above the lowest of the compared OMol25 structures with the same formula, charge and spin = 5.048 eV
SMILES string = C=C=C(C)/C=[N+](/[O-])O
orbital gap = 0.3252 Eh
E_tot = -10878.5697 eV

---

[4]
Molecular formula: C5H7NO2
Method: DFT, ωB97M-V/def2-TZVPD

The geometry in XYZ format:
```
15
Properties=species:S:1:pos:R:3:mulliken_charge:R:1
O 2.3911 -1.1232 -0.3487 -0.544
C 1.3304 -0.5499 -0.1972 0.248
C 1.1774 1.1616 0.1235 -0.621
N -0.2410 1.4295 0.2180 -0.473
C -0.7083 0.3730 -0.5683 -0.269
C -1.5853 -0.8585 -0.6077 -0.578
C -0.1159 -0.9097 -0.0604 0.593
O -0.2334 -0.8212 1.3746 -0.538
H 1.5443 1.7375 -0.7967 0.273
H 1.6826 1.4837 0.9706 0.413
H -0.5968 1.3647 1.1568 0.327
H -0.1191 0.5432 -1.4626 0.365
H -1.9648 -1.1653 -1.6572 0.222
H -2.3754 -0.9765 0.1248 0.272
H -0.1858 -1.6889 1.7305 0.309
```

Calculated values
max |F| = 0.0583 hartree/bohr
energy above the lowest of the compared OMol25 structures with the same formula, charge and spin = 4.825 eV
SMILES string = O=C1CN[C@@H]2C[C@@]12O
orbital gap = 0.3441 Eh
E_tot = -10878.7923 eV

---

[5]
Molecular formula: C5H7NO2
Method: DFT, ωB97M-V/def2-TZVPD

The geometry in XYZ format:
```
15
Properties=species:S:1:pos:R:3:mulliken_charge:R:1
C 1.5833 -0.6399 0.5295 -0.334
C 0.3040 -0.5363 0.2561 0.106
C -0.6836 -1.2972 -0.2832 -0.465
C -2.0185 -0.7510 -0.0548 -0.218
C -0.3930 0.8822 0.1513 0.430
H 2.8402 0.9242 -0.2167 0.325
H 2.0664 -0.0424 -1.5847 0.318
H 1.4331 0.3197 1.3743 0.257
H 2.1947 -1.5651 1.3421 0.246
H -0.5209 -2.4291 -0.5309 0.273
H -2.7030 -1.0263 -0.8518 0.313
H -2.4529 -1.1705 1.1279 0.187
N 2.6928 -0.1746 -0.5049 -0.644
O -1.7832 0.5660 -0.1206 -0.348
O -0.0244 1.9671 0.0308 -0.445
```

Calculated values
max |F| = 0.2326 hartree/bohr
energy above the lowest of the compared OMol25 structures with the same formula, charge and spin = 5.853 eV
orbital gap = 0.3501 Eh
E_tot = -10877.7646 eV

---

[6]
Molecular formula: C5H7NO2
Method: DFT, ωB97M-V/def2-TZVPD

The geometry in XYZ format:
```
15
Properties=species:S:1:pos:R:3:mulliken_charge:R:1
C -1.8438 1.3341 -0.2612 -1.205
C -1.1138 0.2435 -0.0148 0.749
O -1.7409 -0.9589 0.3676 -0.397
C -0.6976 -1.8698 0.5154 -0.401
C 0.4733 -1.2946 0.2507 0.340
O 1.6854 -1.8999 0.2637 -0.499
N 0.2625 0.0359 -0.0776 0.139
C 1.2806 1.0551 -0.1917 -1.011
H -2.9229 1.2995 -0.1631 0.292
H -1.3961 2.2663 -0.5771 0.232
H -0.9496 -2.8723 0.7986 0.427
H 2.2711 -1.3240 -0.2497 0.319
H 1.9704 1.0031 0.6583 0.360
H 1.8573 0.9151 -1.1116 0.331
H 0.8640 2.0669 -0.2075 0.324
```

Calculated values
max |F| = 0.0379 hartree/bohr
energy above the lowest of the compared OMol25 structures with the same formula, charge and spin = 1.974 eV
SMILES string = C=C1OC=C(O)N1C
orbital gap = 0.2747 Eh
E_tot = -10881.6434 eV

---

[7]
Molecular formula: C5H7NO2
Method: DFT, ωB97M-V/def2-TZVPD

The geometry in XYZ format:
```
15
Properties=species:S:1:pos:R:3:mulliken_charge:R:1
C -1.8119 -0.5249 -0.8622 -1.303
C -1.1601 0.1400 0.2703 0.606
O -1.5534 1.4913 0.2955 -0.560
C 0.3101 0.0606 0.3182 0.326
N 1.0929 1.0029 0.7486 -0.517
C 2.3718 0.4838 0.5958 -0.321
C 2.3058 -0.6045 -0.2017 -0.235
O 0.9589 -0.8967 -0.4004 -0.333
H -1.8770 -1.5845 -0.6512 0.334
H -2.7701 -0.0570 -0.9980 0.381
H -1.4193 -0.4114 -1.8164 0.380
H -1.3392 -0.4278 1.1785 0.107
H -1.4185 1.8784 1.1960 0.348
H 3.3838 0.7440 0.9342 0.324
H 2.9263 -1.2942 -0.6072 0.462
```

Calculated values
max |F| = 0.0695 hartree/bohr
energy above the lowest of the compared OMol25 structures with the same formula, charge and spin = 1.568 eV
SMILES string = C[C@H](O)c1ncco1
orbital gap = 0.3714 Eh
E_tot = -10882.0498 eV

---

[8]
Molecular formula: C5H7NO2
Method: DFT, ωB97M-V/def2-TZVPD

The geometry in XYZ format:
```
15
Properties=species:S:1:pos:R:3:mulliken_charge:R:1
N -0.6857 1.9307 -0.2003 -0.662
C -1.1262 0.5563 0.2899 -0.375
C -1.0679 -0.7607 -0.7167 -0.153
C -0.6605 -1.5441 0.5836 -0.543
C 0.0511 -0.2760 1.0741 -0.212
C 1.1587 -0.2176 -0.0352 0.538
O 2.2028 0.4557 0.1427 -0.587
O 0.4807 -0.4986 -1.1502 -0.410
H -0.7629 2.4412 0.7347 0.269
H -1.4844 2.3279 -0.5400 0.264
H -2.0348 0.7166 0.7397 0.543
H -1.4218 -0.8874 -1.7608 0.388
H -1.7356 -2.0028 0.9696 0.299
H 0.1808 -2.2270 -0.0004 0.279
H 0.4593 -0.0876 2.1451 0.362
```

Calculated values
max |F| = 0.1159 hartree/bohr
energy above the lowest of the compared OMol25 structures with the same formula, charge and spin = 4.513 eV
SMILES string = N[C@H]1[C@@H]2C[C@H]1C(=O)O2
orbital gap = 0.3813 Eh
E_tot = -10879.1039 eV

---

[9]
Molecular formula: C5H7NO2S
Method: DFT, ωB97M-V/def2-TZVPD

The geometry in XYZ format:
```
16
Properties=species:S:1:pos:R:3:mulliken_charge:R:1
C -1.4281 1.8456 0.1744 0.460
C -0.5891 -0.6943 -0.5415 -0.653
C 1.6087 -0.2949 0.3524 -0.439
C 0.7100 -1.5014 -0.0703 -0.847
C -0.4911 0.7557 0.1462 0.608
N 0.7727 0.9167 0.5045 -0.038
O -2.6773 1.4182 -0.1670 -0.450
O -1.1496 2.9672 0.6195 -0.509
S 1.9347 -3.0896 -1.1570 -0.452
H -0.5917 -0.7700 -1.7213 0.324
H -1.6241 -1.1333 -0.2090 0.436
H 2.0255 -0.5494 1.3000 0.316
H 2.4591 0.0091 -0.3601 0.315
H 0.3733 -2.1285 0.8520 0.261
H -2.5940 0.5728 -0.6908 0.384
H 1.2608 1.6760 0.9680 0.286
```

Calculated values
max |F| = 0.1228 hartree/bohr
energy above the lowest of the compared OMol25 structures with the same formula, charge and spin = 4.629 eV
orbital gap = 0.1397 Eh
E_tot = -21713.9198 eV

---

[10]
Molecular formula: C5H7NO3
Method: DFT, ωB97M-V/def2-TZVPD

The geometry in XYZ format:
```
16
Properties=species:S:1:pos:R:3:mulliken_charge:R:1
C 0.0975 -1.7123 1.4104 0.417
C -0.5135 0.0874 -0.4404 0.592
C 2.2752 -0.8233 0.6233 -0.836
C -2.2411 0.5562 -1.9569 -0.659
C 1.2145 -0.8650 1.5971 0.259
N -0.7539 -2.4769 1.3046 -0.476
O 0.4119 0.2403 -1.1972 -0.573
O 1.1576 0.2364 2.3782 -0.506
O -1.8130 0.2075 -0.5828 -0.296
H 2.6509 -1.8215 0.4378 0.304
H 3.0445 -0.2357 0.9561 0.380
H 1.8027 -0.4642 -0.2087 0.183
H -1.3573 0.4391 -2.5181 0.356
H -2.5264 1.5638 -2.0260 0.274
H -3.1117 -0.1087 -2.1234 0.205
H 0.2679 0.3814 2.7051 0.376
```

Calculated values
max |F| = 0.0611 hartree/bohr
energy above the lowest of the compared OMol25 structures with the same formula, charge and spin = 5.680 eV
orbital gap (spin up / spin down) = 0.2550 / 0.3242 Eh
E_tot = -12926.5036 eV

---

Q: What is the max |F| in the sixth record?
A: 0.0379 hartree/bohr

---

Q: max |F| of number 9 (C5H7NO2S)?
A: 0.1228 hartree/bohr

---

Q: Which formula does entry 1 have?
A: C5H7NO

---

Q: Which formula does entry 8 have?
A: C5H7NO2